(1)
The following is a DFT calculation (ωB97M-V with the def2-TZVPD basis set) of 2 unconnected molecules or ions with the total composition C3H6Cl2S at a distorted geometry.

XYZ file:
```
12
Properties=species:S:1:pos:R:3
C 0.83539 -0.19549 1.02486
C 0.12902 0.57208 1.84963
C -3.24907 0.15269 -0.52853
S -2.04682 1.45404 -0.37357
Cl -4.03680 -0.41063 1.02154
Cl -2.57488 -1.37598 -1.24453
H -3.95959 0.45577 -1.34140
H 0.34603 -0.51040 0.09312
H 1.72049 -0.59143 1.42800
H -0.82970 1.11954 1.85964
H 0.53144 0.85701 2.80803
H -2.78126 2.40100 -0.93695
```

Output
Largest force on an atom   11.77 eV/A
Lowest unoccupied orbital energy (spin up / spin down)   0.3803 / -2.1465 eV
Kohn-Sham gap (spin up / spin down)   5.86 / 7.88 eV
DFT total energy   -1436.2368 Ha
Energy relative to the best compared isomer or geometry (same formula, charge and spin)   0.094 eV
2S+1   3
HOMO energy (spin up / spin down)   -5.5 / -10.0 eV

(2)
The following is a DFT calculation (ωB97M-V with the def2-TZVPD basis set) of 3 unconnected molecules or ions with the total composition C3H6Cl6.

XYZ file:
```
15
Properties=species:S:1:pos:R:3
C -2.00535 -3.82670 1.79001
Cl -2.95399 -3.43486 3.21772
Cl -0.53393 -2.82715 1.65984
H -1.67955 -4.85725 1.83901
H -2.59745 -3.62122 0.90757
C 1.27007 -0.78721 -0.76121
Cl 2.96582 -1.14211 -1.17625
Cl 0.17839 -1.84309 -1.65701
H 1.14824 -0.91720 0.30648
H 1.06925 0.23141 -1.06653
C 0.68999 4.64857 -0.88938
Cl -0.35625 5.72944 -1.79886
Cl 0.81067 3.04324 -1.62485
H 1.68735 5.07133 -0.86373
H 0.30673 4.53278 0.11717
```

Output
Largest force on an atom   0.50 eV/A
Lowest unoccupied orbital energy   0.6971 eV
Kohn-Sham gap   11.56 eV
DFT total energy   -2879.0433 Ha
Energy relative to the best compared isomer or geometry (same formula, charge and spin)   0.151 eV
HOMO energy   -10.9 eV
SMILES string   ClCCl.ClCCl.ClCCl